No. 1
The following is a quantum chemistry calculation of a molecular structure, C24H36ClF10I2NNaO4S in a non-equilibrium geometry, from OMol25.

## Properties
HOMO energy in eV: -11.37
LUMO in eV: -4.6

Geometry as ORCA input:
```
! wB97M-V def2-TZVPD RIJCOSX def2/J DEFGRID3
* xyz 1 1
C 0.974 3.353 3.093
C 0.686 3.211 1.571
C 1.810 2.406 0.878
Cl 2.728 3.746 -0.005
C 1.568 1.115 0.004
C 2.380 1.277 -1.302
C 3.914 1.199 -1.313
C 4.766 1.295 -0.032
O 4.365 2.279 -2.188
O 2.251 0.083 0.795
S 2.433 -1.385 0.291
O 2.498 -2.185 1.461
O 3.637 -1.664 -0.455
C 0.966 -1.848 -0.713
I 1.810 -2.398 -2.724
C 0.476 -3.270 -0.290
I -0.549 -3.461 1.584
C 1.562 -4.418 -0.449
C 1.525 -5.535 0.617
C -0.079 -0.711 -1.004
C -1.494 -1.298 -1.197
C -2.792 -0.468 -1.092
C -4.022 -1.298 -0.707
F -5.071 -0.732 -1.346
F -3.949 -2.528 -1.198
C -4.339 -1.333 0.814
F -3.300 -1.013 1.586
F -4.642 -2.602 1.116
C -5.567 -0.500 1.279
F -6.698 -0.952 0.804
F -5.636 -0.693 2.599
C -5.483 1.046 1.072
F -6.166 1.606 2.054
F -6.045 1.444 -0.033
F -4.247 1.520 1.149
C 0.071 0.689 -0.235
C -0.649 0.373 1.133
N 0.097 0.625 2.378
C 0.067 -0.454 3.370
C -0.638 1.819 -1.039
F 0.070 3.020 -1.103
C -1.067 1.609 -2.518
C -0.140 2.241 -3.586
H 1.194 2.387 3.537
H 1.854 3.994 3.188
H 0.146 3.852 3.596
H 0.619 4.245 1.250
H -0.334 2.843 1.455
H 2.520 2.201 1.670
H 2.067 0.450 -1.964
H 2.071 2.125 -1.900
H 4.268 0.291 -1.849
H 5.329 0.367 0.102
H 4.245 1.473 0.901
H 5.517 2.074 -0.146
H 5.182 2.017 -2.627
H -0.265 -3.548 -1.035
H 2.581 -4.040 -0.391
H 1.381 -4.962 -1.372
H 1.893 -5.220 1.590
H 0.595 -6.097 0.635
H 2.274 -6.255 0.262
H 0.210 -0.422 -2.012
H -1.712 -2.151 -0.551
H -1.516 -1.760 -2.189
H -2.787 0.398 -0.433
H -3.049 -0.088 -2.078
H -1.600 0.909 1.205
H -0.942 -0.675 1.212
H -0.378 1.385 2.843
H -0.884 -0.997 3.408
H 0.238 0.002 4.348
H 0.878 -1.169 3.223
H -1.542 2.077 -0.484
H -1.252 0.596 -2.868
H -2.012 2.142 -2.648
H -0.158 3.326 -3.577
H 0.858 1.805 -3.601
H -0.593 1.951 -4.539
Na 5.025 -0.731 -3.279
*
```



No. 2
The following is a quantum chemistry calculation of a molecular structure, C24H36CoN7O4S4Si, from OMol25.

## Properties
HOMO energy (alpha / beta) in eV: -4.45 / -4.42
Energy above the lowest of the compared OMol25 structures with the same formula, charge and spin in kcal/mol: 26.5
LUMO (alpha / beta) in eV: 2.2 / 2.2

Geometry as ORCA input:
```
! wB97M-V def2-TZVPD RIJCOSX def2/J DEFGRID3
* xyz -1 4
Co -0.117 -0.138 0.117
O -2.649 -3.588 -1.525
C -1.688 -4.081 -2.358
C -1.954 -5.246 -3.079
C -1.015 -5.789 -3.934
C 0.216 -5.167 -4.082
C 0.478 -4.013 -3.367
C -0.451 -3.440 -2.495
C -0.075 -2.191 -1.746
O -0.929 -1.660 -0.982
N 1.154 -1.763 -1.983
N 1.442 -0.629 -1.250
C 2.566 -0.102 -1.493
S 3.041 1.420 -0.750
C 4.797 1.157 -1.099
C 4.891 0.588 -2.504
S 3.723 -0.796 -2.636
H -3.411 -4.173 -1.586
H -2.921 -5.725 -2.956
H -1.247 -6.697 -4.478
H 0.964 -5.576 -4.749
H 1.429 -3.509 -3.461
H 5.221 0.461 -0.375
H 5.301 2.120 -1.016
H 5.890 0.201 -2.712
H 4.639 1.350 -3.241
N -1.601 -0.982 1.598
N -1.013 -2.139 2.121
C 0.382 -2.246 2.107
O 0.906 -3.088 2.828
O 0.975 -1.445 1.296
H -1.939 -0.370 2.331
H -2.343 -1.227 0.951
H -1.479 -2.626 2.868
C -3.320 3.670 -3.392
Si -1.958 4.569 -2.474
C -0.445 4.821 -3.547
C -2.628 6.289 -2.072
C -1.581 3.738 -0.835
C -1.819 4.375 0.366
C -1.644 3.716 1.587
C -1.212 2.412 1.543
N -0.932 1.771 0.405
C -1.109 2.392 -0.792
S -0.735 1.472 -2.178
H -3.546 4.171 -4.337
H -4.231 3.654 -2.789
H -3.027 2.642 -3.599
H -0.700 5.414 -4.429
H -0.038 3.863 -3.867
H 0.331 5.352 -2.992
H -2.869 6.812 -3.001
H -1.900 6.899 -1.532
H -3.540 6.241 -1.474
H -2.156 5.406 0.370
H -1.836 4.197 2.535
H -1.062 1.842 2.452
C 3.535 2.854 5.700
C 3.688 2.865 4.187
N 3.856 1.529 3.635
C 2.812 0.753 3.235
S 1.211 1.137 3.603
N 3.104 -0.349 2.545
C 4.419 -0.883 2.290
C 5.028 -1.562 3.513
H 3.353 3.865 6.071
H 4.432 2.463 6.182
H 2.686 2.229 5.974
H 4.570 3.441 3.898
H 2.812 3.325 3.727
H 4.742 1.335 3.200
H 2.291 -0.867 2.163
H 5.094 -0.106 1.905
H 4.299 -1.607 1.483
H 5.072 -0.876 4.360
H 6.039 -1.913 3.297
H 4.413 -2.414 3.800
*
```



No. 3
The following is a quantum chemistry calculation of a molecular structure, C24H36CrO14 in a non-equilibrium geometry, from OMol25.

## Properties
HOMO energy (alpha / beta) in eV: -12.05 / -12.05
Energy above the lowest of the compared OMol25 structures with the same formula, charge and spin in kcal/mol: 89.1
LUMO (alpha / beta) in eV: -6.2 / -4.4

Geometry as ORCA input:
```
! wB97M-V def2-TZVPD RIJCOSX def2/J DEFGRID3
* xyz 1 4
Cr 1.578 1.724 2.022
C 2.658 4.345 -0.924
C 2.264 3.379 0.160
O 1.299 3.660 0.922
O 2.696 2.199 0.252
H 2.719 3.878 -1.906
H 3.627 4.793 -0.709
H 1.837 5.053 -1.009
C -0.884 -0.765 -0.128
C -0.041 0.132 0.734
O -0.361 1.276 1.135
O 1.140 -0.153 1.145
H -0.456 -1.714 -0.449
H -1.161 -0.212 -1.020
H -1.603 -1.087 0.633
O 3.311 0.416 2.460
C 4.478 0.376 2.788
O 5.492 0.267 1.942
C 6.742 0.196 2.615
C 6.518 0.617 4.041
C 5.034 0.266 4.204
H 7.637 0.629 2.157
H 7.095 -0.838 2.471
H 6.709 1.684 4.140
H 7.080 0.037 4.768
H 4.536 0.855 4.969
H 4.955 -0.801 4.434
O -4.151 -2.500 0.506
C -4.078 -3.348 -0.336
O -4.076 -4.641 0.021
C -3.690 -5.499 -1.060
C -3.115 -4.586 -2.162
C -3.730 -3.195 -1.823
H -4.629 -6.006 -1.278
H -2.893 -6.145 -0.693
H -3.526 -5.044 -3.063
H -2.039 -4.543 -2.298
H -4.421 -2.838 -2.581
H -2.999 -2.385 -1.757
O -4.090 0.021 4.146
C -3.306 -0.865 4.056
O -1.991 -0.540 3.885
C -1.226 -1.670 3.574
C -2.066 -2.907 4.039
C -3.508 -2.363 4.146
H -0.198 -1.783 3.931
H -1.029 -1.666 2.492
H -1.641 -3.234 4.984
H -1.984 -3.698 3.296
H -3.806 -2.676 5.142
H -4.107 -2.701 3.306
O 0.691 0.686 -6.536
C 0.895 0.244 -5.461
O 1.665 -0.872 -5.254
C 2.044 -1.098 -3.914
C 1.314 0.000 -3.087
C 0.593 0.903 -4.124
H 3.129 -1.035 -3.844
H 1.689 -2.076 -3.592
H 1.951 0.613 -2.449
H 0.608 -0.485 -2.412
H 0.992 1.906 -4.017
H -0.480 0.877 -3.946
O 0.200 4.047 -2.761
C -0.955 3.981 -2.477
O -1.778 5.040 -2.614
C -3.130 4.738 -2.281
C -3.119 3.421 -1.492
C -1.733 2.875 -1.806
H -3.644 4.606 -3.235
H -3.571 5.534 -1.689
H -3.785 2.604 -1.772
H -3.316 3.550 -0.428
H -1.715 1.873 -2.233
H -1.146 2.663 -0.900
*
```